Entry 1:
Density functional theory data (ωB97M-V with the def2-TZVPD basis set) for an isolated ion of composition C3H6NO3 and charge +1 at a distorted geometry.

Geometry (Å):
C  -1.25  -0.83  1.41
C  -1.75  0.63  0.96
C  1.99  0.39  -1.65
N  0.54  -0.22  0.01
O  -0.26  -1.13  0.49
O  -1.11  1.38  0.35
O  1.00  -0.49  -1.16
H  -1.04  -0.78  2.46
H  -2.02  -1.54  1.32
H  -2.76  0.65  1.24
H  2.93  -0.11  -1.84
H  2.19  1.26  -0.89
H  1.55  0.80  -2.70

As for the total charge: +1. Its spin multiplicity is 3. The expectation value of S² is 2.0101. The frontier orbital gap (spin up / spin down) is 9.168 / 6.845 eV. For the energy above the lowest of the compared OMol25 structures with the same formula, charge and spin, the calculation gives 98.9 kcal per mole.

Atom charges from the Löwdin analysis, given in e for atoms 1 to 8:
1 C -0.03
2 C -0.08
3 C -0.02
4 N 0.08
5 O 0.03
6 O 0.24
7 O -0.03
8 H 0.15

=====

Entry 2:
Density functional theory data (ωB97M-V with the def2-TZVPD basis set) for a 40-piece molecular cluster, H80O40 overall at a distorted geometry.

Geometry (Å):
H  -3.61  2.89  4.05
H  -1.99  3.25  4.17
O  -2.81  3.41  3.77
H  -3.58  -5.36  1.38
H  -2.80  -5.07  2.59
O  -3.72  -5.28  2.36
H  -1.03  2.06  -0.87
H  0.34  2.55  -1.83
O  -0.20  1.89  -1.28
H  -0.83  -1.00  4.34
H  -0.33  -1.16  2.80
O  -0.95  -0.68  3.37
H  2.23  -3.01  3.67
H  1.61  -4.23  3.16
O  1.39  -3.51  3.81
H  -1.41  -1.04  -0.64
O  -1.72  -1.56  -1.38
H  -4.52  0.10  4.44
O  -4.68  1.10  4.34
H  0.04  -2.10  -2.75
H  0.92  -0.93  -3.26
O  0.92  -1.84  -3.06
H  -2.96  -1.97  3.88
H  -4.46  -1.91  4.35
O  -3.55  -1.89  4.61
H  1.21  3.90  -3.36
H  2.11  3.48  -2.35
O  1.65  3.07  -3.06
H  4.29  3.57  -1.25
H  4.53  3.68  -2.81
O  4.00  4.02  -2.07
H  6.19  -2.05  -0.26
O  6.78  -1.30  -0.04
H  -6.12  -2.19  -1.66
H  -5.00  -1.05  -2.04
O  -5.42  -1.85  -2.20
H  -0.88  3.00  1.79
H  -2.32  2.71  2.11
O  -1.66  2.57  1.41
H  -2.62  0.29  0.71
H  -2.86  -0.35  -0.66
O  -2.62  0.51  -0.25
H  0.79  -0.04  -5.36
H  0.04  -1.20  -5.04
O  -0.05  -0.42  -5.57
H  2.33  0.31  1.22
H  3.66  0.91  1.81
O  3.26  0.08  1.45
H  -2.67  1.52  5.87
H  -2.21  0.02  5.80
O  -1.82  0.95  5.80
H  0.27  4.20  3.06
O  -0.18  3.42  3.30
H  0.58  -5.11  0.68
H  -0.16  -5.63  -0.42
O  -0.21  -5.69  0.61
H  -2.03  -3.72  -2.67
O  -1.42  -4.42  -2.50
H  0.75  -4.18  -4.83
H  1.87  -3.52  -4.23
O  1.70  -4.29  -4.67
H  -2.10  -0.06  -6.22
H  -3.20  0.37  -5.27
O  -3.03  -0.20  -6.04
H  -1.55  2.98  -3.34
H  -2.12  3.68  -4.43
O  -1.85  2.75  -4.21
H  2.56  0.73  5.33
H  2.23  1.99  5.97
O  3.06  1.56  5.71
H  3.17  -0.27  -2.90
H  3.65  -0.61  -4.38
O  3.36  0.06  -3.77
H  1.95  3.97  0.59
H  1.53  2.48  0.41
O  1.95  3.12  0.96
H  -2.59  0.80  -2.60
H  -3.69  1.59  -2.06
O  -3.29  1.33  -2.94
H  5.45  -3.44  -2.31
H  4.32  -3.05  -1.33
O  5.29  -3.05  -1.42
H  2.87  2.71  2.68
H  3.38  1.96  3.95
O  3.58  2.19  3.05
H  1.59  -3.08  -1.19
H  1.46  -1.79  -0.60
O  1.47  -2.72  -0.29
H  -1.96  -2.63  -4.31
O  -2.04  -2.53  -5.22
H  0.33  5.25  -1.31
H  1.84  5.66  -1.06
O  1.20  4.94  -1.03
H  0.52  2.79  3.32
H  -1.80  -2.57  -1.20
H  -1.68  -4.96  -3.39
H  -4.96  1.18  3.43
H  6.29  -0.61  -0.57
H  -2.89  -2.25  -5.56
O  -4.97  1.51  0.19
H  -4.54  0.68  0.19
H  -4.35  2.23  0.38
O  1.60  -0.44  3.30
H  1.83  0.39  2.89
H  2.11  -1.17  3.00
O  1.02  0.09  0.07
H  0.13  0.25  0.41
H  0.99  0.65  -0.80
O  -2.88  4.24  -1.52
H  -2.92  3.45  -0.93
H  -3.34  4.90  -0.95
O  4.67  -1.84  2.55
H  5.01  -1.68  3.44
H  4.04  -1.17  2.17
O  -2.44  -2.73  1.22
H  -2.83  -3.19  2.04
H  -2.08  -1.88  1.48
O  5.31  2.05  -0.15
H  5.00  1.56  0.57
H  6.23  1.85  -0.32

The frontier orbital gap is 9.539 eV. For the energy above the lowest of the compared OMol25 structures with the same formula, charge and spin, the calculation gives 217.6 kcal per mole.

Atom charges from the Löwdin analysis, given in e for atoms 1 to 8:
1 H 0.05
2 H -0.01
3 O -0.05
4 H 0.06
5 H 0.04
6 O -0.07
7 H -0.01
8 H 0.05

=====

Entry 3:
Density functional theory data (ωB97M-V with the def2-TZVPD basis set) for a 2-piece molecular cluster, CH2BrO3S overall at a distorted geometry.

Geometry (Å):
C  1.90  -2.06  -0.78
O  3.77  0.14  1.56
O  1.44  0.93  1.85
O  2.16  -1.08  3.04
S  2.39  -0.15  1.87
Br  0.81  -0.68  -1.37
H  2.97  -1.74  -0.65
H  1.30  -2.47  0.09

As for the total charge: -1. The frontier orbital gap (spin up / spin down) is 6.013 / 8.566 eV. For the energy above the lowest of the compared OMol25 structures with the same formula, charge and spin, the calculation gives 71.4 kcal per mole.

In elementary charge units, the Löwdin charges are:
1 C -0.57
2 O -0.43
3 O -0.44
4 O -0.47
5 S 0.42
6 Br 0.53
7 H -0.01
8 H -0.02

=====

Entry 4:
Density functional theory data (ωB97M-V with the def2-TZVPD basis set) for C6H10 as an isolated structure at a distorted geometry.

Geometry (Å):
C  2.06  -0.12  0.06
C  0.58  -0.23  0.43
C  -0.75  -1.19  -0.74
C  -1.91  -0.36  -0.38
C  -1.64  0.76  0.28
C  -0.19  1.04  0.56
H  2.58  0.54  0.77
H  2.18  0.31  -0.93
H  2.59  -1.08  0.09
H  0.51  -0.81  1.37
H  -0.66  -1.38  -1.82
H  -0.13  -1.72  -0.07
H  -2.92  -0.55  -0.76
H  -2.40  1.48  0.56
H  0.21  1.77  -0.16
H  -0.06  1.46  1.57

The frontier orbital gap is 9.191 eV. For the energy above the lowest of the compared OMol25 structures with the same formula, charge and spin, the calculation gives 67.7 kcal per mole.

Atom charges from the Löwdin analysis, given in e for atoms 1 to 8:
1 C -0.10
2 C -0.25
3 C -0.03
4 C -0.16
5 C -0.12
6 C -0.23
7 H 0.08
8 H 0.07

=====

Entry 5:
Density functional theory data (ωB97M-V with the def2-TZVPD basis set) for C4H8N2O as an isolated structure at a distorted geometry.

Geometry (Å):
C  2.08  0.90  -0.02
C  -0.47  -0.41  -0.40
O  2.79  -0.26  -0.26
H  2.79  -0.44  -1.21
H  2.33  1.69  -0.73
H  2.21  1.20  1.02
H  0.75  0.60  0.03
H  0.26  -1.21  -0.34
H  -0.59  0.27  -1.24
C  -1.66  -0.48  0.63
N  -2.02  -1.27  -0.47
C  -2.34  0.79  0.78
N  -2.88  1.79  0.89
H  -1.89  -2.26  -0.27
H  -1.36  -0.91  1.59

The frontier orbital gap is 9.819 eV. For the energy above the lowest of the compared OMol25 structures with the same formula, charge and spin, the calculation gives 123.5 kcal per mole.

Atom charges from the Löwdin analysis, given in e for atoms 1 to 8:
1 C -0.18
2 C -0.05
3 O -0.11
4 H 0.09
5 H 0.08
6 H 0.07
7 H 0.09
8 H 0.09